# 1
{
  "formula": "C73H53AsF12InN5O2",
  "method": "ωB97M-V with the def2-TZVPD basis set",
  "charge": -2,
  "e_homo_ev": -1.81,
  "molar_mass_g_mol": 1449.98,
  "energy_ha": -6862.3516,
  "spin_multiplicity": 1,
  "elements": ["In", "C", "C", "C", "C", "C", "C", "C", "C", "C", "C", "C", "N", "C", "C", "C", "C", "C", "C", "C", "C", "C", "C", "C", "C", "C", "N", "C", "C", "C", "C", "C", "C", "C", "C", "C", "C", "C", "C", "N", "C", "C", "N", "C", "C", "C", "C", "C", "C", "H", "H", "H", "H", "H", "H", "H", "H", "H", "H", "H", "H", "H", "H", "H", "H", "H", "H", "H", "H", "H", "H", "H", "H", "H", "H", "H", "H", "C", "C", "C", "C", "C", "N", "C", "C", "C", "C", "C", "C", "C", "C", "O", "C", "F", "F", "F", "C", "F", "F", "F", "C", "C", "C", "O", "C", "F", "F", "F", "C", "F", "F", "F", "H", "H", "H", "H", "H", "H", "H", "H", "H", "H", "H", "H", "C", "As", "C", "C", "C", "C", "C", "C", "C", "C", "H", "H", "H", "H", "H", "H", "H", "H", "H", "H", "H", "H", "H"],
  "positions_angstrom": [[-0.486, -0.163, -0.648], [-6.027, 0.869, 4.913], [-4.694, 1.217, 5.056], [-3.778, 0.887, 4.076], [-4.168, 0.216, 2.913], [-5.505, -0.171, 2.813], [-6.423, 0.160, 3.793], [-3.181, -0.105, 1.867], [-3.518, 0.049, 0.518], [-4.795, 0.511, 0.035], [-4.815, 0.268, -1.294], [-3.525, -0.261, -1.641], [-2.762, -0.369, -0.532], [-3.177, -0.550, -2.960], [-1.893, -0.854, -3.410], [-1.524, -1.013, -4.790], [-0.222, -1.387, -4.809], [0.178, -1.543, -3.436], [1.323, -2.217, -3.003], [2.292, -2.707, -4.005], [3.645, -2.391, -3.887], [4.567, -2.866, -4.801], [4.158, -3.659, -5.861], [2.818, -3.980, -5.989], [1.897, -3.521, -5.065], [1.530, -2.586, -1.667], [0.747, -2.256, -0.616], [1.202, -2.951, 0.444], [0.729, -2.898, 1.754], [1.171, -3.968, 2.689], [2.075, -3.751, 3.723], [2.458, -4.784, 4.562], [1.925, -6.050, 4.397], [0.995, -6.271, 3.394], [0.625, -5.244, 2.547], [-0.241, -2.016, 2.220], [-0.755, -2.097, 3.560], [-1.846, -1.301, 3.604], [-1.993, -0.730, 2.288], [-0.980, -1.142, 1.492], [2.303, -3.794, 0.053], [2.522, -3.552, -1.258], [-0.839, -1.153, -2.624], [-4.271, -0.548, -3.953], [-4.295, 0.347, -5.017], [-5.329, 0.314, -5.938], [-6.344, -0.621, -5.816], [-6.330, -1.514, -4.758], [-5.305, -1.476, -3.831], [-6.750, 1.132, 5.674], [-4.370, 1.755, 5.939], [-2.740, 1.155, 4.204], [-5.822, -0.757, 1.964], [-7.456, -0.144, 3.684], [-5.564, 0.975, 0.623], [-5.598, 0.485, -1.995], [-2.167, -0.846, -5.635], [0.402, -1.537, -5.671], [3.966, -1.763, -3.074], [5.612, -2.616, -4.684], [4.877, -4.030, -6.579], [2.486, -4.599, -6.813], [0.859, -3.811, -5.151], [2.485, -2.765, 3.873], [3.175, -4.594, 5.350], [2.229, -6.860, 5.047], [0.555, -7.255, 3.278], [-0.103, -5.420, 1.769], [-0.353, -2.709, 4.348], [-2.518, -1.163, 4.431], [2.846, -4.448, 0.710], [3.260, -4.001, -1.897], [-3.510, 1.078, -5.090], [-5.346, 1.024, -6.753], [-7.148, -0.655, -6.539], [-7.124, -2.242, -4.655], [-5.292, -2.169, -3.002], [3.792, 5.740, 0.635], [2.656, 4.783, 0.416], [1.374, 5.029, 0.882], [0.367, 4.116, 0.697], [0.562, 2.852, 0.080], [-0.484, 2.011, -0.091], [-1.725, 2.503, 0.333], [-1.969, 2.570, 1.707], [-3.110, 3.150, 2.215], [-4.081, 3.647, 1.362], [-5.341, 4.266, 1.899], [-3.849, 3.584, -0.004], [-2.690, 3.037, -0.538], [-2.445, 2.977, -2.053], [-2.062, 1.819, -2.497], [-1.424, 4.173, -2.375], [-0.153, 3.794, -2.357], [-1.591, 4.751, -3.591], [-1.534, 5.210, -1.504], [-3.719, 3.460, -2.868], [-4.857, 2.799, -2.591], [-4.051, 4.777, -2.745], [-3.536, 3.279, -4.184], [1.880, 2.618, -0.390], [2.861, 3.586, -0.248], [2.219, 1.310, -1.081], [1.711, 0.207, -0.496], [1.828, 1.422, -2.580], [0.535, 1.303, -2.810], [2.417, 0.467, -3.344], [2.228, 2.585, -3.129], [3.763, 1.087, -1.158], [4.069, -0.185, -1.447], [4.420, 1.807, -2.093], [4.425, 1.339, -0.011], [4.342, 5.475, 1.543], [3.432, 6.762, 0.749], [4.483, 5.699, -0.205], [1.147, 5.967, 1.376], [-0.624, 4.400, 1.012], [-1.199, 2.188, 2.368], [-3.245, 3.243, 3.283], [-5.441, 4.053, 2.962], [-6.210, 3.870, 1.378], [-5.339, 5.349, 1.762], [-4.601, 4.010, -0.648], [3.838, 3.436, -0.679], [4.532, 1.662, 3.258], [2.981, 0.711, 2.414], [2.412, -0.045, 4.169], [3.835, -0.976, 1.742], [5.202, -1.345, 2.173], [6.294, -0.515, 1.919], [7.571, -0.876, 2.297], [7.800, -2.097, 2.912], [6.728, -2.936, 3.165], [5.446, -2.560, 2.808], [5.189, 0.983, 3.803], [4.145, 2.409, 3.953], [5.109, 2.188, 2.502], [3.220, -0.601, 4.649], [1.559, -0.705, 4.023], [2.093, 0.759, 4.835], [3.807, -0.890, 0.660], [3.127, -1.767, 1.985], [6.130, 0.418, 1.403], [8.399, -0.204, 2.109], [8.804, -2.399, 3.181], [6.891, -3.895, 3.641], [4.625, -3.237, 2.997]],
  "forces_ev_per_angstrom": [[0.38, 0.00, 0.63], [-0.12, -0.01, 0.06], [0.02, 0.02, 0.16], [-0.11, -0.02, -0.07], [-0.18, 0.11, 0.25], [0.11, -0.07, 0.00], [-0.17, 0.01, 0.07], [0.25, -0.22, -0.40], [-0.23, -0.19, 0.43], [-0.12, -0.07, -0.30], [-0.11, -0.02, 0.28], [-0.40, -0.17, -0.32], [0.74, -0.02, -0.05], [0.21, -0.04, 0.25], [-0.42, -0.17, -0.25], [0.18, -0.04, -0.11], [-0.19, 0.14, 0.00], [0.32, -0.40, -0.12], [-0.38, 0.21, 0.26], [0.15, 0.00, -0.15], [-0.07, 0.04, -0.06], [0.14, -0.03, -0.02], [0.06, -0.03, -0.09], [-0.03, -0.10, -0.11], [-0.03, -0.03, 0.08], [-0.03, -0.23, -0.18], [-0.38, 0.46, 0.02], [0.10, -0.34, 0.11], [-0.09, 0.36, -0.19], [0.09, -0.11, 0.13], [-0.04, 0.06, -0.12], [0.06, -0.04, 0.13], [0.08, -0.07, 0.12], [-0.03, -0.21, 0.01], [0.07, 0.07, -0.02], [0.07, -0.34, 0.28], [-0.18, 0.07, 0.10], [0.19, -0.07, 0.17], [-0.32, -0.09, 0.12], [0.23, 0.43, -0.66], [0.14, -0.04, -0.09], [0.11, -0.08, 0.11], [0.10, 0.32, 0.58], [-0.10, 0.01, -0.15], [-0.04, -0.01, 0.08], [-0.03, -0.01, -0.09], [-0.11, 0.02, -0.11], [-0.15, -0.09, -0.01], [0.07, 0.02, -0.02], [-0.03, 0.03, 0.05], [0.04, 0.02, 0.02], [0.07, 0.09, -0.06], [0.00, -0.04, -0.06], [-0.04, -0.03, -0.02], [-0.05, 0.07, 0.04], [-0.12, 0.06, -0.02], [-0.02, 0.00, -0.07], [0.03, -0.07, -0.05], [0.02, 0.13, 0.12], [0.06, 0.04, 0.00], [0.05, 0.00, -0.04], [-0.02, -0.07, -0.03], [-0.06, 0.02, 0.01], [0.04, 0.12, -0.01], [0.04, 0.01, 0.03], [-0.01, -0.02, 0.03], [0.00, 0.00, -0.04], [-0.05, 0.03, -0.12], [-0.03, -0.09, 0.06], [-0.02, -0.04, 0.05], [0.08, -0.13, 0.05], [0.08, -0.05, -0.03], [0.13, 0.17, 0.03], [0.02, 0.07, -0.05], [-0.03, 0.03, -0.04], [-0.03, -0.04, 0.02], [0.03, -0.05, 0.07], [-0.11, -0.16, 0.08], [0.08, 0.12, -0.02], [0.20, -0.02, -0.09], [-0.13, -0.05, 0.07], [0.52, 0.60, 0.31], [-0.19, -1.43, -0.37], [-0.47, 0.41, 0.34], [0.02, 0.04, -0.16], [0.00, 0.24, 0.01], [0.08, 0.09, -0.03], [0.10, -0.02, -0.07], [-0.05, 0.05, 0.32], [-0.03, -0.16, 0.05], [-0.01, 0.99, -0.23], [0.16, -0.40, -0.37], [0.32, 0.46, -0.06], [0.06, -0.18, 0.04], [-0.04, -0.09, -0.32], [-0.10, 0.05, 0.18], [-0.24, 0.27, -0.35], [-0.12, -0.40, 0.28], [0.03, 0.17, 0.28], [0.11, -0.18, -0.26], [0.03, -0.04, 0.02], [-0.22, 0.28, 0.15], [0.31, 0.20, -0.23], [-0.93, -0.36, -0.31], [0.35, 0.23, -0.91], [-0.36, -0.03, 0.30], [0.22, -0.29, 0.00], [-0.11, 0.26, 0.05], [0.80, -0.18, -0.21], [-0.13, -0.44, -0.01], [0.00, 0.31, -0.16], [-0.07, 0.10, 0.40], [0.12, 0.09, 0.01], [0.02, 0.11, -0.02], [0.15, 0.10, -0.04], [-0.03, 0.11, 0.05], [0.04, 0.01, 0.02], [0.07, -0.03, 0.03], [-0.04, -0.01, 0.08], [-0.10, 0.00, 0.11], [-0.16, -0.02, 0.01], [-0.03, 0.08, 0.02], [-0.05, -0.02, -0.08], [0.07, -0.04, 0.01], [-0.14, -0.14, -0.17], [0.06, 0.02, 0.89], [0.01, 0.00, -0.13], [-0.34, 0.21, -0.18], [0.18, -0.05, 0.18], [-0.03, -0.01, -0.09], [0.16, 0.02, -0.04], [0.14, -0.12, 0.10], [0.17, -0.11, 0.10], [-0.08, 0.01, 0.01], [-0.02, -0.03, 0.00], [-0.17, -0.07, -0.06], [0.05, 0.04, -0.09], [0.09, -0.01, 0.04], [-0.06, -0.02, -0.06], [0.06, 0.07, -0.06], [-0.11, 0.02, -0.03], [-0.02, 0.04, 0.04], [-0.01, 0.09, -0.02], [0.03, 0.01, -0.07], [0.03, 0.03, 0.05], [0.01, -0.06, 0.02], [-0.10, -0.02, 0.00]]
}

# 2
{
  "formula": "C29H29N4O4Pt",
  "method": "ωB97M-V with the def2-TZVPD basis set",
  "charge": 1,
  "e_homo_ev": -10.71,
  "molar_mass_g_mol": 692.65,
  "energy_ha": -1761.6003,
  "relative_energy_kcal_mol": 0.0,
  "spin_multiplicity": 1,
  "elements": ["Pt", "C", "N", "C", "C", "C", "N", "C", "C", "C", "C", "C", "C", "C", "O", "C", "C", "C", "N", "C", "C", "C", "C", "C", "C", "C", "O", "H", "H", "H", "H", "H", "H", "H", "H", "H", "H", "H", "H", "H", "H", "H", "H", "H", "H", "H", "H", "H", "H", "H", "H", "H", "O", "C", "N", "C", "O", "C", "C", "C", "C", "C", "C", "H", "H", "H", "H"],
  "positions_angstrom": [[-0.245, 0.713, -0.048], [-2.925, 0.014, -1.125], [-2.358, 0.698, 0.077], [-2.857, -0.078, 1.242], [-2.485, 0.340, 2.659], [-1.099, 0.943, 2.922], [-0.028, 0.651, 1.976], [0.871, -0.237, 2.392], [2.187, -0.404, 1.760], [3.161, -1.083, 2.510], [4.451, -1.223, 2.061], [4.792, -0.661, 0.829], [3.855, 0.005, 0.072], [2.529, 0.131, 0.512], [1.700, 0.769, -0.312], [-2.877, 2.105, 0.012], [-2.375, 3.141, 1.012], [-0.870, 3.481, 0.957], [-0.195, 2.743, -0.098], [0.422, 3.379, -1.036], [0.955, 2.823, -2.236], [1.846, 3.579, -3.014], [2.303, 3.097, -4.216], [1.836, 1.857, -4.669], [0.938, 1.112, -3.933], [0.488, 1.579, -2.696], [-0.433, 0.885, -2.041], [-4.012, 0.111, -1.095], [-2.661, -1.038, -1.093], [-2.516, 0.457, -2.023], [-2.511, -1.095, 1.061], [-3.947, -0.093, 1.156], [-2.599, -0.567, 3.254], [-3.229, 1.040, 3.042], [-0.769, 0.599, 3.903], [-1.205, 2.020, 3.025], [0.909, -0.382, 3.466], [2.875, -1.495, 3.471], [5.189, -1.746, 2.653], [5.804, -0.751, 0.456], [4.111, 0.431, -0.889], [-3.966, 2.044, 0.087], [-2.634, 2.445, -0.995], [-2.674, 2.897, 2.029], [-2.935, 4.040, 0.749], [-0.367, 3.247, 1.892], [-0.742, 4.548, 0.777], [0.503, 4.458, -0.909], [2.174, 4.545, -2.649], [3.002, 3.668, -4.810], [2.184, 1.475, -5.619], [0.573, 0.155, -4.280], [0.124, -1.893, 2.159], [-0.091, -2.200, 0.970], [-0.195, -1.361, -0.089], [-0.287, -2.171, -1.279], [-0.327, -1.767, -2.402], [-0.331, -3.594, -0.839], [-0.431, -4.757, -1.570], [-0.428, -5.952, -0.856], [-0.317, -5.964, 0.533], [-0.206, -4.782, 1.258], [-0.225, -3.606, 0.537], [-0.504, -4.737, -2.649], [-0.507, -6.891, -1.386], [-0.312, -6.912, 1.054], [-0.107, -4.783, 2.335]],
  "forces_ev_per_angstrom": [[-0.27, 0.05, -0.04], [-0.01, -0.02, 0.06], [0.09, 0.43, -0.14], [0.00, -0.13, -0.03], [-0.05, 0.01, 0.03], [-0.06, 0.04, 0.03], [0.09, -0.37, 0.04], [0.45, 0.86, 0.05], [-0.09, -0.07, 0.03], [-0.02, 0.00, 0.02], [-0.02, 0.03, -0.04], [0.03, -0.01, 0.01], [0.00, 0.00, -0.05], [0.11, -0.07, -0.03], [0.05, 0.03, 0.09], [0.06, -0.14, -0.01], [-0.06, 0.06, -0.02], [0.00, 0.00, 0.01], [0.01, -0.05, -0.09], [-0.02, 0.03, 0.04], [0.00, 0.02, 0.05], [0.04, 0.04, -0.03], [0.00, 0.02, 0.03], [-0.03, -0.02, 0.02], [0.01, -0.05, -0.05], [-0.08, -0.09, -0.04], [0.13, 0.07, 0.03], [0.01, 0.00, -0.02], [0.01, -0.01, -0.02], [-0.03, 0.00, -0.03], [-0.01, 0.01, 0.04], [0.01, -0.05, 0.04], [-0.02, 0.00, -0.01], [0.00, 0.00, 0.02], [0.00, 0.01, 0.01], [0.06, -0.03, -0.03], [-0.04, -0.06, 0.00], [-0.01, 0.00, 0.00], [0.00, 0.00, 0.00], [0.00, 0.00, 0.00], [-0.02, 0.00, 0.00], [-0.01, 0.02, 0.01], [-0.05, 0.00, -0.01], [-0.03, -0.01, -0.05], [-0.01, 0.00, 0.05], [-0.01, 0.02, 0.05], [0.04, -0.01, -0.01], [0.00, 0.00, -0.02], [0.00, 0.00, -0.01], [0.00, 0.01, 0.00], [0.00, 0.00, 0.00], [0.00, 0.00, 0.00], [-0.31, -0.52, -0.13], [0.05, 0.05, 0.16], [0.02, -0.08, 0.04], [-0.01, 0.07, -0.11], [0.00, -0.03, 0.03], [0.00, 0.01, 0.07], [0.00, -0.01, -0.04], [0.00, 0.01, 0.02], [0.00, -0.01, -0.03], [0.01, 0.03, 0.05], [0.01, -0.05, -0.10], [0.00, 0.00, 0.00], [0.00, 0.00, 0.00], [0.00, 0.00, 0.00], [0.00, 0.00, 0.00]]
}

# 3
{
  "formula": "C5H10O",
  "method": "ωB97M-V with the def2-TZVPD basis set",
  "e_homo_ev": -9.86,
  "molar_mass_g_mol": 86.13,
  "smiles": "CCC1(O)CC1",
  "energy_ha": -271.7156,
  "relative_energy_kcal_mol": 23.2,
  "spin_multiplicity": 1,
  "elements": ["C", "C", "C", "O", "C", "C", "H", "H", "H", "H", "H", "H", "H", "H", "H", "H"],
  "positions_angstrom": [[2.072, 0.163, 0.064], [0.790, -0.224, -0.667], [-0.457, -0.236, 0.198], [-0.397, -1.133, 1.279], [-1.261, 0.982, 0.519], [-1.789, -0.033, -0.466], [2.938, 0.067, -0.601], [2.233, -0.485, 0.930], [2.032, 1.199, 0.418], [0.903, -1.237, -1.082], [0.628, 0.439, -1.526], [-0.609, -2.014, 0.949], [-1.715, 0.963, 1.506], [-0.965, 1.966, 0.166], [-2.627, -0.657, -0.168], [-1.777, 0.239, -1.519]],
  "forces_ev_per_angstrom": [[0.02, 0.03, 0.06], [-0.04, 0.00, -0.04], [0.01, 0.19, -0.21], [-0.09, -0.27, -0.04], [0.08, 0.18, 0.10], [-0.12, -0.12, -0.12], [-0.14, 0.02, 0.12], [-0.02, 0.10, -0.10], [-0.02, -0.14, -0.03], [-0.02, 0.14, 0.03], [-0.03, -0.06, 0.16], [0.08, 0.03, 0.04], [0.10, 0.07, -0.16], [0.04, -0.20, -0.02], [0.14, 0.10, 0.04], [-0.01, -0.09, 0.18]]
}

# 4
{
  "formula": "C2H16O5S",
  "method": "ωB97M-V with the def2-TZVPD basis set",
  "e_homo_ev": -9.19,
  "molar_mass_g_mol": 152.21,
  "smiles": "CCS.O.O.O.O.O",
  "energy_ha": -860.1816,
  "relative_energy_kcal_mol": 5.8,
  "spin_multiplicity": 1,
  "elements": ["C", "C", "S", "H", "H", "H", "H", "H", "H", "H", "H", "O", "H", "H", "O", "H", "H", "O", "H", "H", "O", "H", "H", "O"],
  "positions_angstrom": [[-1.266, 2.327, 1.022], [-1.820, 1.553, -0.202], [-2.331, -0.118, 0.310], [-0.443, 1.778, 1.487], [-2.040, 2.610, 1.734], [-0.798, 3.263, 0.696], [-2.625, 2.169, -0.581], [-0.936, 1.414, -0.808], [-2.871, -0.528, -0.892], [-0.009, 0.117, -3.032], [0.607, -0.624, -1.813], [0.486, 0.268, -2.227], [2.471, 0.618, 2.038], [2.402, 0.104, 0.620], [2.537, -0.206, 1.539], [0.562, -2.132, -0.086], [-0.067, -2.905, -1.209], [0.649, -2.287, -1.056], [1.557, 0.907, -1.351], [3.056, 1.141, -1.635], [2.396, 1.091, -0.916], [1.324, -1.479, 1.429], [-0.145, -1.508, 1.914], [0.545, -2.056, 1.554]],
  "forces_ev_per_angstrom": [[0.11, 0.02, -0.27], [0.98, 0.49, 1.53], [-0.70, -0.04, -0.72], [-0.29, -0.13, 0.27], [0.07, -0.31, 0.17], [-0.20, -0.10, -0.22], [-0.07, -0.37, -0.63], [-0.42, 0.20, -0.90], [0.45, 0.30, 0.84], [-0.10, 0.05, -0.18], [-0.33, -0.05, -0.30], [-0.54, -0.89, -0.07], [0.03, -0.21, 0.12], [0.49, 0.15, -0.12], [-0.17, 0.27, -0.25], [-0.05, -0.17, -0.01], [-0.12, -0.15, -0.29], [0.05, 0.30, -0.17], [-0.12, 0.28, -0.56], [-0.56, -0.13, 0.66], [1.49, 0.43, 0.42], [0.01, 0.23, 0.84], [-0.35, 0.41, 0.13], [0.36, -0.58, -0.31]]
}